(1)
Formula: C10H15MgN3O4S2
Source: the OMol25 dataset
Level of theory: wB97M-V/def2-TZVPD

```
! wB97M-V def2-TZVPD RIJCOSX def2/J DEFGRID3
* xyz 2 1
O -2.134 -0.815 6.117
C -2.166 -1.221 4.945
N -1.979 -1.693 3.712
N -1.364 -2.963 3.899
C -0.171 -3.071 3.010
O 0.891 -2.462 3.353
O -0.144 -3.826 1.781
C -0.817 -3.094 0.703
C 0.112 -2.934 -0.612
C 1.343 -1.901 -0.352
S 1.710 -0.798 -1.834
C 0.326 0.469 -1.990
S -1.029 -0.045 -2.899
N 0.438 1.771 -1.346
C -0.668 2.707 -1.729
C -0.508 4.215 -1.171
O 0.850 4.728 -1.145
C 1.802 3.752 -0.653
C 1.717 2.479 -1.685
H -2.053 -3.715 3.665
H -1.159 -2.064 1.117
H -1.727 -3.733 0.397
H -0.484 -2.580 -1.547
H 0.563 -3.962 -0.902
H 1.134 -1.286 0.601
H 2.290 -2.547 -0.167
H -0.873 2.776 -2.862
H -1.641 2.274 -1.253
H -1.030 4.389 -0.143
H -1.093 4.897 -1.912
H 1.448 3.326 0.371
H 2.875 4.153 -0.551
H 1.603 2.958 -2.741
H 2.667 1.847 -1.584
Mg -0.728 -2.031 -4.594
*
```

Summary:
calculated total energy = -50364.042 eV
gap between HOMO and LUMO = 2.9 eV

(2)
Formula: C6H11NS2
Source: the OMol25 dataset
Level of theory: wB97M-V/def2-TZVPD

```
! wB97M-V def2-TZVPD RIJCOSX def2/J DEFGRID3
* xyz 0 1
C -0.785 -0.751 0.935
C -0.263 -1.296 2.057
C -0.142 -0.520 -0.330
C -0.745 0.520 -1.228
C 0.465 -1.689 -1.047
C 1.195 1.555 1.092
N 1.547 0.409 0.305
S 1.361 -1.746 2.428
S 2.488 -0.728 0.915
H -1.782 -0.335 1.036
H -0.884 -1.400 2.935
H 0.021 0.926 -1.884
H -1.180 1.336 -0.655
H -1.523 0.074 -1.851
H 1.216 -1.356 -1.762
H -0.327 -2.208 -1.592
H 0.913 -2.405 -0.364
H 2.087 1.925 1.605
H 0.818 2.335 0.430
H 0.431 1.340 1.850
*
```

Summary:
calculated total energy = -29559.029 eV
energy above the lowest of the compared OMol25 structures with the same formula, charge and spin = 43.0 kcal/mol
gap between HOMO and LUMO = 8.6 eV

(3)
Formula: C5H7NO2
Source: the OMol25 dataset
Level of theory: wB97M-V/def2-TZVPD

```
! wB97M-V def2-TZVPD RIJCOSX def2/J DEFGRID3
* xyz 0 1
C -2.149 0.881 -0.531
C -1.115 -0.810 0.671
C 0.240 -0.208 0.655
C 0.806 0.994 0.537
C 2.041 -0.314 -0.500
H -1.283 1.594 -0.248
H -2.837 1.090 -1.492
H -2.929 1.014 0.365
H -1.658 -0.734 1.968
H -0.775 -1.808 0.778
H 0.687 1.823 1.303
H 2.807 -1.059 -1.092
N 2.008 0.977 -0.079
O -1.829 -0.458 -0.433
O 0.953 -1.043 -0.319
*
```

Summary:
calculated total energy = -10878.973 eV
energy above the lowest of the compared OMol25 structures with the same formula, charge and spin = 107.1 kcal/mol
gap between HOMO and LUMO = 10.4 eV

(4)
Formula: C4H8NO2
Source: the OMol25 dataset
Level of theory: wB97M-V/def2-TZVPD

```
! wB97M-V def2-TZVPD RIJCOSX def2/J DEFGRID3
* xyz -1 1
C -1.697 0.005 -0.537
C -0.345 0.467 0.006
C -0.052 -0.241 1.331
N 0.663 0.216 -1.027
C 2.054 0.042 -0.569
O 2.581 -1.033 -0.914
O 2.502 1.022 0.048
H -1.938 0.555 -1.438
H -1.604 -1.080 -0.630
H -2.461 0.195 0.216
H -0.311 1.548 0.192
H 0.122 -1.302 1.127
H -0.782 0.032 2.097
H 0.890 0.109 1.714
H 0.378 -0.533 -1.616
*
```

Summary:
calculated total energy = -9864.550 eV
structure (SMILES) = CC(C)NC(=O)[O-]
energy above the lowest of the compared OMol25 structures with the same formula, charge and spin = 5.4 kcal/mol
gap between HOMO and LUMO = 7.7 eV

Which formula does entry 1 have? C10H15MgN3O4S2

What did the fourth record say?
Formula: C4H8NO2
Source: the OMol25 dataset
Level of theory: wB97M-V/def2-TZVPD

```
! wB97M-V def2-TZVPD RIJCOSX def2/J DEFGRID3
* xyz -1 1
C -1.697 0.005 -0.537
C -0.345 0.467 0.006
C -0.052 -0.241 1.331
N 0.663 0.216 -1.027
C 2.054 0.042 -0.569
O 2.581 -1.033 -0.914
O 2.502 1.022 0.048
H -1.938 0.555 -1.438
H -1.604 -1.080 -0.630
H -2.461 0.195 0.216
H -0.311 1.548 0.192
H 0.122 -1.302 1.127
H -0.782 0.032 2.097
H 0.890 0.109 1.714
H 0.378 -0.533 -1.616
*
```

Summary:
calculated total energy = -9864.550 eV
structure (SMILES) = CC(C)NC(=O)[O-]
energy above the lowest of the compared OMol25 structures with the same formula, charge and spin = 5.4 kcal/mol
gap between HOMO and LUMO = 7.7 eV

The highest gap between HOMO and LUMO belongs to which entry? C5H7NO2